{
  "formula": "C4H14NO2",
  "method": "ωB97M-V with the def2-TZVPD basis set",
  "species": ["O", "O", "N", "C", "C", "C", "C", "H", "H", "H", "H", "H", "H", "H", "H", "H", "H", "H", "H", "H", "H"],
  "coordinates": [[3.5541, 0.5322, -3.4288], [0.9161, -2.0401, 1.5238], [0.1090, -0.5215, -2.1262], [-0.4943, 0.3163, 0.2597], [-0.6860, 0.0282, -1.0104], [-1.5331, 1.1844, 2.5629], [-1.7122, 0.4997, 1.0833], [0.4654, -1.4175, -1.7956], [-2.3710, 1.8229, 2.7383], [-2.6018, 1.0369, 0.7117], [3.8203, 1.4529, -3.5220], [0.4852, 0.4193, 0.7754], [-0.5561, -0.5447, -2.9244], [1.0217, -1.6974, 2.4221], [-1.3515, 0.4282, 3.3205], [-0.6158, 1.8042, 2.5554], [0.9368, 0.0009, -2.4127], [0.4058, -2.8441, 1.7054], [-1.7672, -0.1554, -1.2447], [4.0306, 0.1867, -2.6687], [-2.0560, -0.4922, 1.4752]],
  "homo_energy_ha": -0.516,
  "spin_multiplicity": 1,
  "total_charge": 1,
  "total_energy_ev": -9952.063
}